Computed, not measured: C18H28As2GeHgO8 as an isolated structure, with wB97M-V/def2-TZVPD.

The total energy is -8006.270966 Eh. As for the frontier orbital gap (alpha / beta): 4.39 / 4.11 eV. Its spin multiplicity is 2. As for the total charge: -1. The calculation puts the max |F| at 3.74 eV Å⁻¹.

Each line ends with the natural charge from an NBO analysis.
Positions of all 58 atoms, in Å:
Hg (-0.721, 1.346, 2.170)  1.108
C (1.812, -0.868, 4.673)  -1.098
Ge (0.568, 0.596, 5.181)  1.550
C (1.705, 2.258, 5.065)  -1.104
C (-0.192, 0.366, 7.003)  -1.078
C (-1.071, 1.158, 4.155)  -1.710
H (2.089, -1.508, 5.563)  0.213
H (2.686, -0.438, 4.283)  0.213
H (1.382, -1.511, 3.881)  0.223
H (2.072, 2.253, 3.993)  0.218
H (2.458, 2.268, 5.887)  0.207
H (0.923, 3.007, 5.178)  0.237
H (0.577, 0.072, 7.728)  0.201
H (-0.998, -0.362, 6.977)  0.220
H (-0.593, 1.325, 7.231)  0.223
H (-2.078, 0.861, 4.433)  0.179
C (3.819, -1.464, -4.739)  -0.263
O (2.554, -1.221, -4.132)  -0.540
C (2.582, -0.529, -2.942)  0.747
O (3.537, 0.190, -2.696)  -0.575
C (1.237, -0.540, -2.293)  -0.405
C (0.091, -0.824, -2.979)  -0.330
As (-1.448, 0.454, -2.680)  0.938
C (-3.087, -0.669, -2.930)  -0.955
C (-1.442, 0.598, -0.674)  -0.399
C (-0.370, 1.165, -0.024)  -0.714
As (1.475, -0.275, -0.288)  0.865
C (0.708, -1.980, 0.326)  -0.980
C (0.255, 2.494, -0.553)  0.766
O (1.044, 2.520, -1.509)  -0.619
O (-0.203, 3.617, 0.152)  -0.515
C (0.296, 4.812, -0.498)  -0.267
C (-2.572, -0.072, 0.064)  0.751
O (-2.670, -1.279, 0.322)  -0.614
O (-3.580, 0.837, 0.358)  -0.536
C (-4.755, 0.261, 1.095)  -0.273
C (-0.107, -1.752, -4.172)  0.765
O (-0.774, -1.229, -5.070)  -0.623
O (0.478, -2.943, -4.196)  -0.487
C (0.440, -3.597, -5.475)  -0.268
H (4.511, -0.606, -4.674)  0.203
H (3.647, -1.644, -5.779)  0.185
H (4.395, -2.255, -4.272)  0.177
H (-3.465, -0.485, -3.923)  0.225
H (-3.904, -0.395, -2.224)  0.228
H (-2.867, -1.762, -2.842)  0.229
H (0.961, -2.074, 1.346)  0.230
H (1.224, -2.823, -0.086)  0.221
H (-0.358, -1.989, 0.132)  0.253
H (0.218, 5.662, 0.191)  0.188
H (-0.260, 5.081, -1.420)  0.182
H (1.362, 4.721, -0.722)  0.203
H (-5.515, 1.045, 0.923)  0.193
H (-4.512, 0.172, 2.173)  0.210
H (-4.927, -0.726, 0.588)  0.208
H (0.530, -2.875, -6.336)  0.211
H (-0.490, -4.193, -5.543)  0.191
H (1.324, -4.252, -5.402)  0.194

---

Computed, not measured: C18H28BF10N4O6S2Zr as an isolated structure, with wB97M-V/def2-TZVPD.

The total energy is -3240.224319 Eh. As for the frontier orbital gap: 10.92 eV. The value obtained for the energy above the lowest of the compared OMol25 structures with the same formula, charge and spin is 36.87 kJ/mol. As for the total charge: +1. The calculation puts the max |F| at 4.32 eV Å⁻¹.

Each line ends with the natural charge from an NBO analysis.
Positions of all 70 atoms, in Å:
Zr (-0.057, -1.051, 1.077)  2.333
C (-1.994, -0.603, 4.816)  0.712
F (-2.318, -1.685, 5.487)  -0.273
F (-3.002, -0.303, 3.859)  -0.355
F (-2.069, 0.427, 5.700)  -0.297
S (-0.396, -0.816, 3.996)  2.359
O (0.439, -1.057, 5.101)  -0.860
O (-0.649, -1.964, 3.040)  -0.983
O (-0.138, 0.253, 3.047)  -0.948
C (-1.341, -5.148, 1.074)  0.801
F (-1.677, -4.761, 2.274)  -0.299
F (-0.221, -5.790, 1.074)  -0.282
F (-2.353, -5.785, 0.619)  -0.281
S (-1.048, -3.525, 0.049)  2.270
O (-1.258, -3.916, -1.302)  -0.883
O (-1.912, -2.487, 0.597)  -0.974
O (0.314, -3.095, 0.588)  -0.967
B (3.128, 0.856, -2.091)  1.463
F (1.323, 0.052, 0.604)  -0.587
F (4.276, 0.560, -1.514)  -0.484
F (2.171, -0.063, -2.177)  -0.502
F (2.759, 2.032, -2.269)  -0.470
C (1.837, 4.736, 0.067)  -0.617
C (0.594, 5.368, -0.479)  -0.382
C (-0.018, 4.651, -1.666)  -0.519
C (-0.875, 3.483, -1.358)  0.334
N (-1.666, 2.695, -1.045)  -0.396
H (2.664, 4.653, -0.634)  0.211
H (1.621, 3.774, 0.570)  0.206
H (2.225, 5.324, 0.887)  0.224
H (0.944, 6.344, -0.839)  0.216
H (-0.167, 5.494, 0.315)  0.219
H (0.765, 4.295, -2.326)  0.245
H (-0.547, 5.440, -2.180)  0.262
C (6.235, -1.861, 1.099)  -0.616
C (5.512, -0.777, 1.890)  -0.384
C (4.725, -1.472, 3.034)  -0.520
C (3.280, -1.571, 2.720)  0.469
N (2.187, -1.615, 2.348)  -0.452
H (6.527, -2.722, 1.720)  0.208
H (7.105, -1.447, 0.543)  0.228
H (5.613, -2.409, 0.447)  0.214
H (4.832, -0.160, 1.289)  0.221
H (6.202, -0.074, 2.302)  0.220
H (4.852, -0.884, 3.949)  0.269
H (5.144, -2.418, 3.303)  0.261
C (0.196, 0.627, -4.690)  -0.626
C (-1.261, 0.297, -4.465)  -0.354
C (-1.383, -1.056, -3.630)  -0.550
C (-0.845, -1.025, -2.291)  0.569
N (-0.499, -0.974, -1.199)  -0.514
H (0.711, 0.740, -3.734)  0.213
H (0.334, 1.569, -5.176)  0.227
H (0.650, -0.155, -5.296)  0.214
H (-1.813, 0.060, -5.389)  0.226
H (-1.766, 1.031, -3.845)  0.218
H (-0.957, -1.906, -4.185)  0.276
H (-2.441, -1.299, -3.559)  0.273
C (-4.971, 0.406, -1.610)  -0.613
C (-5.046, -0.387, -0.337)  -0.376
C (-4.469, 0.180, 0.949)  -0.544
C (-3.034, 0.209, 0.938)  0.625
N (-1.895, 0.132, 1.033)  -0.535
H (-3.981, 0.785, -1.803)  0.213
H (-5.608, 1.244, -1.414)  0.216
H (-5.358, -0.240, -2.358)  0.227
H (-4.527, -1.353, -0.423)  0.209
H (-6.091, -0.677, -0.110)  0.228
H (-4.729, -0.408, 1.858)  0.293
H (-4.781, 1.218, 1.129)  0.272

---

Computed, not measured: C18H28BMoN7OS4 as an isolated structure, with wB97M-V/def2-TZVPD.

The total energy is -2847.218683 Eh. As for the frontier orbital gap (alpha / beta): 7.01 / 6.96 eV. Its spin multiplicity is 3. The calculation puts the max |F| at 0.66 eV Å⁻¹.

Each line ends with the natural charge from an NBO analysis.
Positions of all 60 atoms, in Å:
Mo (-0.183, 0.283, 0.076)  0.909
C (2.568, 0.374, -2.605)  -0.653
C (1.306, -0.408, -2.767)  0.234
C (0.933, -1.133, -3.906)  -0.354
C (-0.193, -1.844, -3.558)  0.235
C (-0.969, -2.842, -4.353)  -0.645
N (-0.504, -1.534, -2.287)  -0.344
N (0.406, -0.624, -1.805)  -0.290
B (-1.190, -2.461, -1.251)  0.531
N (-0.097, -2.883, -0.246)  -0.336
N (0.645, -1.960, 0.454)  -0.280
C (1.483, -2.665, 1.216)  0.208
C (2.557, -2.113, 2.098)  -0.647
C (1.270, -4.036, 1.024)  -0.357
C (0.264, -4.132, 0.091)  0.218
C (-0.364, -5.349, -0.506)  -0.641
N (-2.319, -1.785, -0.430)  -0.328
N (-1.934, -0.945, 0.572)  -0.316
C (-2.973, -0.817, 1.402)  0.217
C (-2.901, -0.095, 2.709)  -0.644
C (-4.052, -1.555, 0.903)  -0.358
C (-3.593, -2.161, -0.250)  0.223
C (-4.287, -3.113, -1.168)  -0.643
H (3.348, -0.123, -3.186)  0.218
H (2.873, 0.423, -1.563)  0.246
H (2.460, 1.398, -2.957)  0.246
H (1.456, -1.164, -4.848)  0.228
H (-0.678, -2.779, -5.400)  0.228
H (-2.041, -2.662, -4.283)  0.226
H (-0.782, -3.859, -4.007)  0.228
H (-1.643, -3.415, -1.818)  -0.028
H (2.158, -1.656, 3.001)  0.245
H (3.151, -1.362, 1.583)  0.233
H (3.217, -2.934, 2.377)  0.213
H (1.808, -4.844, 1.493)  0.224
H (0.090, -6.236, -0.068)  0.227
H (-0.220, -5.389, -1.586)  0.224
H (-1.438, -5.388, -0.315)  0.223
H (-1.885, 0.201, 2.949)  0.246
H (-3.265, -0.756, 3.496)  0.226
H (-3.526, 0.799, 2.710)  0.220
H (-5.024, -1.673, 1.355)  0.228
H (-5.334, -3.201, -0.880)  0.228
H (-3.836, -4.105, -1.130)  0.230
H (-4.243, -2.771, -2.202)  0.228
N (-2.721, 3.515, 1.263)  -0.784
C (-2.141, 2.523, 0.582)  0.758
O (-1.386, 1.741, 1.181)  -0.613
C (-2.431, 2.314, -0.865)  -0.533
C (-1.581, 1.164, -1.405)  -0.656
H (-2.409, 3.696, 2.203)  0.416
H (-3.239, 4.225, 0.778)  0.404
H (-2.251, 3.255, -1.390)  0.242
H (-3.505, 2.113, -0.941)  0.234
H (-0.995, 1.499, -2.260)  0.221
H (-2.218, 0.354, -1.758)  0.214
S (1.006, 0.735, 2.233)  -0.257
S (2.845, 1.142, 1.407)  -0.029
S (2.445, 2.933, 0.529)  -0.027
S (0.885, 2.378, -0.744)  -0.317

---

Computed, not measured: C18H28F2N5OSn as an isolated structure, with wB97M-V/def2-TZVPD.

The total energy is -1465.424266 Eh. As for the frontier orbital gap: 7.10 eV. The value obtained for the energy above the lowest of the compared OMol25 structures with the same formula, charge and spin is 148.45 kJ/mol. As for the total charge: +1. The calculation puts the max |F| at 2.77 eV Å⁻¹.

Each line ends with the natural charge from an NBO analysis.
Positions of all 55 atoms, in Å:
Sn (-10.168, -11.822, 7.467)  1.123
C (-10.587, -14.942, 7.746)  -0.254
C (-10.910, -14.501, 9.194)  -0.245
N (-10.249, -13.211, 9.549)  -0.673
C (-8.913, -13.429, 10.291)  -0.240
C (-7.806, -12.454, 9.777)  -0.246
N (-7.917, -12.084, 8.321)  -0.679
C (-7.310, -13.048, 7.341)  -0.249
C (-8.229, -14.286, 7.247)  -0.244
N (-9.693, -14.004, 7.024)  -0.719
H (-10.237, -16.000, 7.763)  0.219
H (-11.577, -14.926, 7.233)  0.247
H (-11.967, -14.442, 9.311)  0.226
H (-10.605, -15.274, 9.892)  0.199
H (-10.791, -12.750, 10.271)  0.403
H (-9.122, -13.103, 11.330)  0.222
H (-8.639, -14.472, 10.313)  0.207
H (-7.769, -11.539, 10.356)  0.226
H (-6.865, -13.011, 9.981)  0.206
H (-7.466, -11.189, 8.206)  0.403
H (-7.255, -12.544, 6.391)  0.237
H (-6.313, -13.442, 7.630)  0.209
H (-7.826, -14.912, 6.396)  0.230
H (-8.090, -14.853, 8.161)  0.202
H (-9.886, -14.096, 5.975)  0.453
F (-12.155, -13.285, 5.221)  -0.416
C (-12.371, -12.418, 6.302)  0.179
F (-13.084, -11.456, 5.699)  -0.369
H (-13.022, -12.890, 7.078)  0.081
C (-6.944, -7.827, 2.941)  -0.418
N (-7.233, -9.266, 2.992)  -0.213
N (-8.475, -9.729, 3.566)  -0.250
C (-8.256, -10.836, 4.373)  0.642
O (-9.076, -11.442, 5.093)  -0.723
C (-6.825, -11.141, 4.176)  -0.428
C (-6.266, -10.188, 3.317)  0.273
C (-4.950, -10.266, 2.612)  -0.668
C (-9.713, -9.433, 2.990)  0.120
C (-10.895, -9.465, 3.793)  -0.210
C (-12.092, -8.997, 3.268)  -0.186
C (-12.220, -8.619, 1.948)  -0.214
C (-11.112, -8.791, 1.107)  -0.186
C (-9.871, -9.092, 1.624)  -0.246
H (-6.339, -7.541, 3.804)  0.206
H (-7.935, -7.324, 2.886)  0.243
H (-6.384, -7.610, 2.049)  0.222
H (-6.262, -11.958, 4.546)  0.221
H (-4.194, -10.673, 3.305)  0.241
H (-4.565, -9.323, 2.178)  0.240
H (-5.040, -11.027, 1.804)  0.257
H (-10.851, -9.693, 4.864)  0.231
H (-12.939, -9.104, 3.982)  0.234
H (-13.125, -8.121, 1.645)  0.228
H (-11.198, -8.598, -0.008)  0.228
H (-8.991, -8.974, 1.062)  0.218